Computed, not measured: a 7-piece molecular cluster, C8H30N12O8 overall in a non-equilibrium geometry, with ωB97M-V with the def2-TZVPD basis set.

```
58
Properties=species:S:1:pos:R:3
C -1.380 -0.454 -4.359
N 0.128 2.007 -1.812
C -1.724 -3.039 -0.357
H -0.409 -2.237 -4.073
H -3.055 -4.316 -1.307
H 0.926 1.623 1.098
C 1.772 -3.059 -3.078
H -1.305 -0.645 1.408
O 0.791 3.517 2.609
H -1.999 -2.313 -4.023
N -2.094 -4.050 -1.145
H -1.320 5.500 3.761
H 1.300 -1.035 3.462
H -0.258 1.139 2.911
O -3.284 -0.300 1.952
H 1.012 -1.537 -2.084
N -1.227 -1.681 -3.866
N -0.907 4.596 3.582
H 3.667 -3.419 -2.503
H -0.039 -3.367 -1.169
H 0.705 3.037 0.251
H -2.812 1.455 3.825
H 0.503 -0.335 -3.728
O -1.997 1.785 3.441
C -1.953 0.148 1.779
N 2.896 -3.743 -3.069
C 0.122 4.526 2.784
N -0.514 -2.726 -0.550
N 2.264 -0.430 1.486
C -1.201 0.628 3.104
H 1.069 5.767 1.512
N 0.348 5.637 2.207
N 2.064 -0.415 3.692
H -1.848 0.947 1.045
H -1.230 3.657 3.768
C 0.326 1.245 -0.791
H 2.716 -0.123 0.637
H -0.218 6.449 2.406
H -1.417 -4.229 -1.872
C 2.837 -0.081 2.673
N -0.210 0.220 -4.180
H -0.218 1.090 -4.692
H 0.057 1.494 -2.679
H 2.239 -0.261 4.674
H -0.096 2.988 -1.726
H 2.724 -1.735 -1.892
H -0.160 -1.912 -0.068
H 1.319 -0.777 1.406
H -3.271 -1.050 1.353
O -2.470 -2.500 0.440
H 2.953 -4.534 -3.696
N 1.844 -2.087 -2.241
O -2.449 -0.072 -4.813
N 0.582 2.034 0.242
O 3.871 0.337 2.798
H -1.143 -0.093 3.919
O 0.382 0.057 -0.806
O 0.789 -3.330 -3.648
```

Summary:
Spin multiplicity: 2
Total charge: -1
Electronic energy in eV: -43046.11482
HOMO level (alpha / beta) in eV: 0.4 / -6.9
⟨S²⟩: 0.7503


Computed, not measured: a 4-piece molecular cluster, C4H7Cl9 overall in a non-equilibrium geometry, with ωB97M-V with the def2-TZVPD basis set.

```
20
Properties=species:S:1:pos:R:3
H 0.653 0.571 -2.524
C 6.443 2.765 3.930
H -0.273 0.964 -1.139
C -1.333 -4.099 -5.419
Cl -2.466 -3.598 -4.165
H -4.957 -0.430 2.604
Cl -1.530 -3.037 -6.830
C -5.920 -0.201 3.060
H -1.566 -5.076 -5.843
Cl 7.522 3.923 3.145
Cl 0.340 -4.137 -4.883
Cl 1.926 0.626 -0.506
H -6.256 -0.995 3.728
Cl 1.023 2.893 -2.158
H 6.538 1.797 3.437
Cl -6.013 1.267 4.055
Cl -7.097 -0.118 1.724
H 5.393 3.034 3.811
Cl 6.895 2.667 5.595
C 0.679 1.183 -1.622
```

Summary:
Spin multiplicity: 1
Electronic energy in eV: -116962.71303
SMILES string: ClC(Cl)Cl.ClCCl.ClCCl.ClCCl
HOMO level in eV: -10.9
Energy relative to the best compared isomer or geometry (same formula, charge and spin) in kcal/mol: 17.8


Computed, not measured: C5H8Si in the gas phase in a non-equilibrium geometry, with ωB97M-V with the def2-TZVPD basis set.

```
14
Properties=species:S:1:pos:R:3
H 1.403 1.019 0.182
Si 1.124 -1.711 -0.488
H 0.550 1.895 -1.009
C -0.903 1.329 0.664
H -0.670 1.907 1.523
H -1.842 1.707 0.269
H -0.702 -0.268 -1.527
H 1.803 -1.227 0.678
C -0.042 -0.254 -0.741
H 0.102 -2.782 -0.692
C 0.309 1.101 -0.256
H 1.951 -2.017 -1.657
C -1.892 -0.546 2.005
C -1.189 -0.152 1.049
```

Summary:
Spin multiplicity: 1
Electronic energy in eV: -13184.46149
HOMO level in eV: -9.5
Energy relative to the best compared isomer or geometry (same formula, charge and spin) in kcal/mol: 139.9